No. 1
{
  "formula": "C24H33O6Tc",
  "method": "wB97M-V/def2-TZVPD",
  "multiplicity": 4,
  "total_charge": -1,
  "homo_lumo_gap_ev": [2.2, 4.3],
  "s2": 3.776,
  "homo_ev": [-0.13, -2.14],
  "symbols": ["C", "C", "C", "C", "H", "H", "C", "H", "H", "C", "H", "H", "C", "C", "C", "O", "O", "O", "O", "C", "H", "H", "H", "C", "H", "H", "H", "O", "H", "H", "C", "C", "H", "H", "H", "H", "H", "H", "Tc", "C", "C", "C", "H", "C", "C", "H", "H", "H", "H", "C", "C", "C", "H", "C", "C", "H", "H", "H", "H", "C", "O", "H", "H", "H"],
  "coordinates": [[0.31296, -0.28280, -7.43316], [0.03765, -0.89392, -6.05069], [-0.10107, 1.20479, -7.37563], [-0.99836, 1.30520, -6.14848], [-0.64486, 1.43086, -8.29689], [0.78585, 1.83794, -7.30614], [-1.20976, -0.12502, -5.58900], [0.88980, -0.66866, -5.38911], [-0.09673, -1.98619, -6.12744], [-1.35555, 0.08169, -4.09663], [-2.09346, -0.60844, -6.03837], [-1.98128, 1.70007, -6.44900], [-0.48706, 2.11366, -4.91231], [1.73007, -0.52894, -7.90144], [-0.46511, -1.00978, -8.53295], [-1.15533, -0.45828, -9.38117], [2.67654, -0.78198, -7.17294], [1.83809, -0.44618, -9.23993], [-0.32421, -2.34714, -8.52739], [-0.96564, -2.93219, -9.66614], [-0.88817, -4.00704, -9.53120], [-0.43880, -2.60284, -10.56568], [-2.00807, -2.60109, -9.72293], [3.12144, -0.85256, -9.71297], [3.91854, -0.29253, -9.21092], [3.10706, -0.65780, -10.78465], [3.25946, -1.92210, -9.50983], [-0.63341, 1.24623, -3.70774], [-0.94427, -0.73379, -3.49731], [-2.43547, 0.21306, -3.87346], [-1.40823, 3.31879, -4.76132], [0.97373, 2.57785, -4.94445], [1.16200, 3.25115, -5.78991], [1.68204, 1.74338, -4.99625], [1.18874, 3.13863, -4.02614], [-1.21919, 3.84119, -3.81725], [-2.45579, 2.98502, -4.79031], [-1.26273, 4.02074, -5.59561], [-0.28128, 0.00137, 0.21251], [-2.37337, -0.22881, 1.13251], [-2.52161, 0.05052, -0.25257], [-1.81001, -0.95548, -0.99321], [-3.08807, 0.86964, -0.69492], [-1.23984, -1.86966, -0.03873], [-1.55082, -1.40524, 1.27708], [-1.25469, -1.88961, 2.19804], [-2.82761, 0.31966, 1.94775], [-1.87263, -1.13000, -2.04969], [-0.74074, -2.80114, -0.27252], [2.37679, 0.72976, 0.12641], [2.19568, -0.31818, 1.06438], [1.42652, -1.35960, 0.44667], [2.63184, -0.37922, 2.06199], [1.17189, -0.95365, -0.94011], [1.74247, 0.36980, -1.10381], [1.75859, 0.92081, -2.03672], [2.92774, 1.64671, 0.31028], [1.31465, -2.36682, 0.84630], [0.82587, -1.58459, -1.74610], [-0.01016, 0.58661, 3.32682], [0.01798, 0.84208, 1.93803], [-1.04831, 0.45537, 3.64448], [0.42358, 1.46508, 3.81550], [0.58662, -0.30311, 3.55608]]
}

No. 2
{
  "formula": "C28H26N2OReSSi",
  "method": "wB97M-V/def2-TZVPD",
  "multiplicity": 2,
  "total_charge": 2,
  "relative_energy_kcal_mol": 31.8,
  "homo_lumo_gap_ev": [6.1, 5.7],
  "s2": 0.849,
  "homo_ev": [-14.16, -14.08],
  "symbols": ["Re", "C", "Si", "C", "C", "N", "C", "C", "C", "C", "C", "C", "O", "C", "C", "C", "C", "C", "C", "H", "H", "H", "H", "H", "H", "H", "H", "H", "H", "H", "H", "H", "H", "H", "H", "H", "H", "S", "C", "C", "C", "C", "C", "C", "N", "C", "C", "C", "C", "C", "C", "C", "H", "H", "H", "H", "H", "H", "H", "H"],
  "coordinates": [[0.39341, 0.46929, 0.00955], [-1.22604, 4.93554, 0.51311], [-0.39257, 3.41118, -0.10337], [1.19904, 3.16346, 0.87037], [-0.24658, 3.48541, -1.94038], [-1.09515, 1.73283, 0.20205], [-2.25954, 1.38944, 0.80484], [-3.26194, 2.28433, 1.24702], [-4.34212, 1.81523, 1.94439], [-4.43480, 0.44952, 2.26179], [-3.49313, -0.46082, 1.79648], [-2.44918, 0.00526, 1.03158], [-1.43444, -0.78736, 0.52936], [-1.60509, -2.16928, 0.19871], [-2.82657, -2.70023, -0.15321], [-2.88668, -4.05795, -0.44652], [-1.74457, -4.84291, -0.41453], [-0.51840, -4.26688, -0.11170], [-0.44594, -2.91720, 0.19395], [-0.54592, 5.75910, 0.27403], [-1.39522, 4.95376, 1.59087], [-2.16765, 5.14438, 0.00233], [1.64627, 4.14553, 1.05323], [1.99312, 2.58154, 0.37027], [0.99859, 2.72745, 1.85491], [0.23783, 4.41998, -2.23522], [-1.24836, 3.48796, -2.37929], [0.31506, 2.65919, -2.37694], [-3.16571, 3.33875, 1.03118], [-5.11300, 2.49818, 2.27302], [-5.24523, 0.09498, 2.88426], [-3.56109, -1.50674, 2.05786], [-3.71569, -2.09058, -0.22621], [-3.84182, -4.49671, -0.70145], [-1.80633, -5.89787, -0.64305], [0.38080, -4.86771, -0.10482], [0.49936, -2.44409, 0.43171], [4.18149, -1.73466, -0.96301], [4.23227, -1.44986, 0.75942], [5.24665, -1.75222, 1.66177], [5.03005, -1.45547, 2.99287], [3.82841, -0.87944, 3.42224], [2.83164, -0.56288, 2.52020], [3.05346, -0.84048, 1.17671], [2.17392, -0.58251, 0.11434], [2.64925, -1.01913, -1.05466], [1.79914, -0.83187, -2.21352], [2.11745, -1.26284, -3.49728], [1.22517, -1.03854, -4.53155], [0.01700, -0.40182, -4.27696], [-0.30533, 0.03506, -2.99410], [0.58417, -0.16198, -1.95002], [6.17550, -2.19702, 1.33104], [5.80256, -1.67466, 3.71697], [3.68143, -0.67726, 4.47416], [1.89533, -0.12501, 2.85212], [3.05823, -1.76662, -3.68761], [1.46688, -1.35936, -5.53521], [-0.68503, -0.23679, -5.08405], [-1.25436, 0.52941, -2.82409]]
}

No. 3
{
  "formula": "C27H45Br2F3N2O11P2",
  "method": "wB97M-V/def2-TZVPD",
  "multiplicity": 1,
  "homo_lumo_gap_ev": 8.5,
  "smiles": "CC[C@H](Br)c1c(COC(F)(F)F)cc2c(c1CCN)C(=O)N(Br)C2=O.CCOP(=O)(OCC)OCC.CCOP(=O)(OCC)OCC",
  "homo_ev": -9.48,
  "symbols": ["C", "C", "C", "Br", "C", "C", "C", "O", "C", "F", "F", "F", "C", "C", "C", "C", "C", "C", "N", "C", "O", "N", "Br", "C", "O", "H", "H", "H", "H", "H", "H", "H", "H", "H", "H", "H", "H", "H", "H", "H", "O", "P", "O", "C", "C", "O", "C", "C", "O", "C", "C", "H", "H", "H", "H", "H", "H", "H", "H", "H", "H", "H", "H", "H", "H", "H", "O", "P", "O", "C", "C", "O", "C", "C", "O", "C", "C", "H", "H", "H", "H", "H", "H", "H", "H", "H", "H", "H", "H", "H", "H", "H"],
  "coordinates": [[1.94014, 4.04227, -0.36414], [1.40192, 2.78003, -1.02977], [1.76386, 2.51349, -2.51681], [3.42905, 3.31295, -3.13234], [0.61146, 2.76181, -3.47481], [-0.13619, 1.64811, -3.91336], [0.14151, 0.24448, -3.44067], [1.44794, -0.20852, -3.87083], [1.91370, -1.23047, -3.13718], [0.98991, -2.19116, -2.94191], [2.31023, -0.83073, -1.91427], [2.93823, -1.78406, -3.75985], [-1.20194, 1.78117, -4.78373], [-1.55125, 3.02645, -5.24898], [-0.81273, 4.12296, -4.83225], [0.25093, 4.03770, -3.94468], [0.94822, 5.30943, -3.53776], [1.73398, 5.97869, -4.68402], [2.83959, 6.78733, -4.12113], [-1.41534, 5.31498, -5.51643], [-1.24855, 6.48756, -5.35138], [-2.34440, 4.81136, -6.51016], [-1.64618, 4.85071, -8.24583], [-2.64839, 3.43933, -6.16536], [-3.60896, 2.81997, -6.51322], [1.72928, 3.95220, 0.70539], [3.01931, 4.15086, -0.43833], [1.41692, 4.94458, -0.67205], [0.31110, 2.85305, -0.99259], [1.67018, 1.90134, -0.44412], [1.95419, 1.45451, -2.59048], [-0.58786, -0.43207, -3.88331], [0.01931, 0.14444, -2.35939], [-1.77182, 0.91301, -5.09005], [0.16286, 6.01608, -3.25383], [1.61433, 5.19560, -2.69272], [1.06436, 6.67017, -5.19202], [2.09986, 5.24334, -5.40120], [2.85224, 7.69421, -4.57215], [2.60084, 7.00977, -3.16042], [-0.50594, -6.37890, 0.86197], [0.80337, -5.95627, 1.40548], [1.94512, -6.56331, 0.42178], [1.75437, -6.63831, -0.99068], [2.40184, -5.46987, -1.70882], [0.95024, -6.90447, 2.71299], [-0.16136, -7.61660, 3.25280], [-0.18613, -9.04347, 2.74520], [1.74815, -4.88128, 2.13845], [2.18195, -3.69669, 1.45922], [1.02718, -2.88331, 0.91429], [0.69496, -6.69841, -1.24451], [2.21879, -7.57005, -1.31690], [1.91210, -4.52918, -1.44466], [2.32960, -5.59606, -2.78952], [3.45473, -5.38363, -1.43694], [-1.09816, -7.10659, 3.03185], [-0.03861, -7.61211, 4.33741], [-0.15213, -9.07441, 1.65642], [-1.08573, -9.55924, 3.08450], [0.68418, -9.58992, 3.11166], [2.89617, -3.96068, 0.67588], [2.72931, -3.10742, 2.19404], [0.43135, -3.46482, 0.20168], [1.39339, -1.99174, 0.40533], [0.36171, -2.57553, 1.72224], [-2.35617, 1.51055, 6.05480], [-1.95165, 1.49855, 4.63892], [-1.50969, -0.00243, 4.23329], [-2.13152, -1.15387, 4.80841], [-3.20723, -1.71675, 3.90142], [-0.53514, 2.27048, 4.59707], [-0.05259, 3.00283, 5.72432], [0.90667, 2.16349, 6.54195], [-2.31384, 2.05833, 3.18453], [-3.50574, 1.62992, 2.50903], [-4.76003, 1.84914, 3.32881], [-2.54099, -0.93505, 5.79544], [-1.34340, -1.89595, 4.94374], [-4.03782, -1.01487, 3.79732], [-3.60260, -2.65017, 4.30228], [-2.80563, -1.90633, 2.90478], [-0.87692, 3.36445, 6.33735], [0.46522, 3.87863, 5.32963], [0.45809, 1.20911, 6.81736], [1.20200, 2.68918, 7.45093], [1.80508, 1.94347, 5.96309], [-3.39971, 0.58508, 2.20768], [-3.56021, 2.21634, 1.59245], [-4.71733, 1.30464, 4.27737], [-5.63844, 1.51022, 2.78000], [-4.88269, 2.90642, 3.56496]]
}

No. 4
{
  "formula": "C38H30ClMoN3O2PS",
  "method": "wB97M-V/def2-TZVPD",
  "multiplicity": 3,
  "total_charge": 3,
  "homo_lumo_gap_ev": [5.9, 5.8],
  "s2": 2.029,
  "homo_ev": [-15.60, -15.63],
  "symbols": ["Mo", "C", "C", "O", "C", "C", "C", "C", "C", "C", "O", "H", "H", "H", "H", "H", "H", "H", "Cl", "C", "C", "C", "C", "C", "C", "P", "C", "C", "C", "C", "C", "C", "C", "C", "C", "C", "C", "C", "H", "H", "H", "H", "H", "H", "H", "H", "H", "H", "H", "H", "H", "H", "N", "C", "C", "C", "C", "C", "C", "S", "N", "C", "C", "C", "C", "C", "C", "N", "H", "H", "H", "H", "H", "H", "H", "H", "H"],
  "coordinates": [[0.48985, 0.36385, 0.40955], [1.95685, 2.72264, 3.65038], [1.14181, 2.51687, 2.46091], [1.09633, 1.25228, 2.02749], [0.61303, 3.54046, 1.72478], [0.63135, 4.82372, 2.35233], [0.05762, 5.94434, 1.71337], [-0.49557, 5.72835, 0.44574], [-0.52368, 4.50773, -0.19019], [0.02511, 3.40115, 0.38912], [-0.05353, 2.14242, -0.15979], [2.96984, 2.92986, 3.14687], [1.97152, 1.94549, 4.48442], [1.72311, 3.66414, 4.11877], [0.96633, 4.90255, 3.38545], [0.11300, 6.88894, 2.26788], [-0.99838, 6.56636, -0.01140], [-1.01220, 4.50935, -1.16947], [-2.36749, 1.64142, 2.79426], [-3.33716, 1.70522, 1.41043], [-4.46499, 2.49942, 1.40162], [-5.35095, 2.46951, 0.36016], [-5.10858, 1.69355, -0.77337], [-4.02646, 0.89549, -0.75870], [-3.15916, 0.88472, 0.32635], [-1.85733, -0.39501, 0.19640], [-2.44366, -1.85648, 1.01516], [-2.48248, -1.86570, 2.39897], [-3.03758, -2.84943, 3.10084], [-3.59559, -3.93854, 2.38927], [-3.53626, -4.00099, 1.01101], [-3.03806, -2.90034, 0.31345], [-1.29742, -0.68402, -1.52097], [-1.32266, 0.46577, -2.41041], [-0.70975, 0.35170, -3.64383], [-0.26159, -0.83753, -4.16139], [-0.35563, -1.96931, -3.36456], [-0.72181, -1.87585, -1.98892], [-4.64390, 3.07688, 2.27817], [-6.15117, 3.13288, 0.41142], [-5.76315, 1.72880, -1.61586], [-3.86461, 0.23264, -1.59827], [-2.13520, -0.95145, 2.90161], [-3.00029, -2.83699, 4.20311], [-4.09703, -4.70003, 2.98753], [-3.90214, -4.97035, 0.55787], [-3.07526, -2.87336, -0.77208], [-1.70645, 1.39937, -2.04756], [-0.69959, 1.31371, -4.14163], [-0.00500, -0.92541, -5.24643], [-0.04776, -2.91532, -3.78345], [-0.75002, -2.74942, -1.29120], [3.58081, -2.06572, -1.19398], [4.14703, -1.52479, -2.43937], [5.06740, -2.28539, -3.08849], [5.70659, -1.82955, -4.21712], [5.32981, -0.57174, -4.69935], [4.35610, 0.17203, -4.00981], [3.73050, -0.28705, -2.85029], [2.44231, 0.69481, -2.20127], [2.12832, -0.26865, -0.74921], [2.66062, -1.42544, -0.49108], [2.20046, -2.08933, 0.76038], [2.68404, -3.25325, 1.22264], [2.15841, -3.74942, 2.42189], [1.24282, -3.05763, 3.12974], [0.73695, -1.85477, 2.55749], [1.19742, -1.41839, 1.41296], [3.99671, -2.87443, -0.80090], [5.30672, -3.31420, -2.77855], [6.56846, -2.44387, -4.61449], [5.81179, -0.07347, -5.55248], [4.09246, 1.17173, -4.27328], [3.44155, -3.83539, 0.62794], [2.38629, -4.76040, 2.82668], [0.79840, -3.48494, 4.01619], [-0.12812, -1.31679, 2.99857]]
}

No. 5
{
  "formula": "C4H9NO2",
  "method": "wB97M-V/def2-TZVPD",
  "multiplicity": 1,
  "relative_energy_kcal_mol": 12.2,
  "homo_lumo_gap_ev": 10.7,
  "smiles": "CCNC(=O)OC",
  "homo_ev": -9.77,
  "symbols": ["C", "C", "N", "C", "O", "O", "C", "H", "H", "H", "H", "H", "H", "H", "H", "H"],
  "coordinates": [[1.56698, -0.38398, -2.10245], [0.11535, -0.15950, -1.69570], [-0.13342, -0.56103, -0.33092], [-0.69938, 0.28672, 0.55872], [-0.86662, 1.47869, 0.39796], [-1.02939, -0.38765, 1.68631], [-1.01323, 0.43888, 2.84224], [1.89026, -1.41444, -1.91347], [1.70703, -0.17544, -3.16759], [2.22048, 0.28233, -1.53049], [-0.12791, 0.90422, -1.74002], [-0.59338, -0.67988, -2.35089], [-0.04205, -1.52628, -0.05484], [-1.30213, -0.20233, 3.67416], [0.00385, 0.81610, 2.98973], [-1.69643, 1.28357, 2.73723]]
}